No. 1
The following is a DFT calculation (ωB97M-V with the def2-TZVPD basis set) of 2 unconnected molecules or ions with the total composition C3H11N2 in a non-equilibrium geometry.

XYZ file:
```
16
C3H11N2, DFT ωB97M-V with the def2-TZVPD basis set
N -0.522 -0.093 1.810
N 0.412 -1.652 -0.995
C 1.290 0.789 0.109
C -1.395 0.993 -0.290
C -0.143 0.579 0.473
H 2.047 0.748 0.875
H 0.157 -1.161 -1.803
H -0.995 1.427 -1.191
H 0.387 0.014 2.289
H -2.125 0.207 -0.478
H 0.223 -0.179 -0.297
H 1.356 -1.376 -0.768
H 0.369 -2.691 -1.021
H -0.623 -1.128 1.674
H 1.442 1.688 -0.537
H -1.881 1.834 0.151
```

Values from the calculation:
- HOMO level (alpha / beta): -20.9 / -20.6 eV
- Relative energy (zero: lowest compared OMol25 entry of this formula, charge and spin): 166.0 kcal/mol
- Multiplicity: 2
- Net charge: +2

Here are the Löwdin charges for atoms 1 to 2, given in e: number 1, N, carries 0.18; number 2, N, carries 0.35

=====

No. 2
The following is a DFT calculation (ωB97M-V with the def2-TZVPD basis set) of a molecular structure, C33H42FN4O4S4SiTi in a non-equilibrium geometry.

XYZ file:
```
90
C33H42FN4O4S4SiTi, DFT ωB97M-V with the def2-TZVPD basis set
Ti -0.017 0.123 -0.024
S 2.824 0.873 -0.604
S 0.671 -0.523 -2.763
S 4.251 -0.716 -3.826
S 1.446 6.817 4.571
Si -3.223 2.294 -0.354
F -1.213 -1.707 0.034
O 1.306 7.948 3.667
O -0.019 1.355 -1.088
O 2.822 6.511 4.936
O 0.506 6.811 5.681
N -0.054 2.059 1.190
N 1.236 -1.740 0.154
N -2.268 0.726 -0.153
N -0.114 -0.456 2.254
C 1.868 4.819 2.703
C 2.192 1.925 -1.973
C -5.261 -1.524 -0.089
C 1.312 1.289 4.269
C -0.777 0.096 3.452
C -4.515 -0.356 -0.144
C 1.834 1.400 6.615
C -3.102 -0.358 -0.090
C 1.507 -1.349 -4.174
C -0.700 3.784 2.890
C -0.327 4.887 3.651
C 0.218 3.182 2.048
C 0.952 5.409 3.566
C -3.273 -2.825 0.061
C 1.498 3.726 1.942
C -4.280 2.478 1.187
C 1.993 -2.595 -0.539
C 0.169 0.545 4.543
C 1.282 -2.190 1.459
C 4.787 -0.705 -2.090
C 4.481 0.583 -1.329
C -4.310 2.248 -1.888
C -0.120 0.222 5.864
C -2.345 3.956 -0.713
C 0.705 0.647 6.897
C -2.580 -1.649 0.010
C 2.908 -1.923 -3.989
C 2.537 -3.594 0.268
C 2.136 1.718 5.297
C 1.502 1.128 -3.135
C 0.568 -1.522 2.485
C -4.662 -2.769 0.017
C 2.075 -3.331 1.559
H -6.341 -1.453 -0.132
H -1.448 -0.657 3.876
H -1.703 3.398 2.988
H -4.834 3.419 1.151
H -1.847 3.877 -1.684
H -3.711 2.456 2.113
H 5.874 -0.776 -2.166
H 0.461 0.395 7.921
H 2.971 2.601 -2.325
H -5.079 1.473 -1.874
H 0.627 -1.941 3.492
H -0.408 2.275 0.219
H -1.420 0.922 3.143
H -3.064 4.769 -0.764
H -3.692 2.087 -2.773
H 3.012 2.311 5.067
H -5.036 0.585 -0.236
H 2.964 -2.615 -3.156
H -2.735 -3.761 0.132
H 0.789 1.771 -3.647
H -5.251 -3.674 0.057
H 0.841 -2.172 -4.447
H -1.009 -0.356 6.092
H 2.307 0.857 -3.809
H 4.449 -1.593 -1.555
H 5.134 0.613 -0.454
H 3.156 -2.511 -4.876
H 2.106 -2.460 -1.595
H 1.424 2.526 -1.519
H 2.870 5.224 2.644
H 1.560 1.534 3.247
H 4.735 1.436 -1.956
H 3.176 -4.402 -0.054
H 2.476 1.743 7.416
H -1.573 4.089 -0.007
H -0.845 1.483 1.534
H -4.810 3.215 -1.985
H 1.489 -0.651 -5.009
H 2.205 3.259 1.264
H -1.031 5.349 4.330
H -5.004 1.665 1.255
H 2.281 -3.888 2.461
```

Values from the calculation:
- HOMO level: -5.4 eV
- Relative energy (zero: lowest compared OMol25 entry of this formula, charge and spin): 116.8 kcal/mol
- Net charge: -1

Here are the Löwdin charges for atoms 1 to 2, given in e: number 1, Ti, carries 0.97; number 2, S, carries 0.89

=====

No. 3
The following is a DFT calculation (ωB97M-V with the def2-TZVPD basis set) of a molecular structure, CHFI2S in a non-equilibrium geometry.

XYZ file:
```
6
CHFI2S, DFT ωB97M-V with the def2-TZVPD basis set
I -1.287 1.966 0.907
I 0.483 -2.086 -1.821
S -1.052 -0.953 -0.436
F 1.359 -0.087 1.778
C -0.270 0.492 -0.097
H 0.766 0.668 -0.331
```

Values from the calculation:
- HOMO level (alpha / beta): -9.1 / -9.0 eV
- Relative energy (zero: lowest compared OMol25 entry of this formula, charge and spin): 68.5 kcal/mol

Here are the Löwdin charges for atoms 1 to 2, given in e: number 1, I, carries 0.95; number 2, I, carries 0.54